A 2-piece molecular cluster, C2H2O2S overall. Source: OMol25; level of theory: the ωB97M-V functional and the def2-TZVPD basis.

Each line ends with the Mulliken charge.
CARTESIAN COORDINATES (ANGSTROEM)
C1 -3.66 1.46 -0.20  0.68
C2 0.01 0.17 -0.36  -0.09
O1 -3.77 1.31 -1.36  -0.35
O2 -0.67 0.72 -1.18  -0.37
S1 -3.48 1.88 1.26  -0.33
H1 0.98 0.41 0.07  0.25
H2 -0.55 -0.61 0.14  0.21

Charge: 0
Maximum force, eV Å⁻¹: 4.2
Energy relative to the best compared isomer or geometry (same formula, charge and spin), eV: 0.306
SMILES string: O=C=S.C=O
Frontier orbital gap, eV: 10.8420



C2H2O2S2 as an isolated structure. Source: OMol25; level of theory: the ωB97M-V functional and the def2-TZVPD basis.

Each line ends with the Mulliken charge.
CARTESIAN COORDINATES (ANGSTROEM)
C1 0.54 -1.66 -0.88  0.45
C2 -0.03 -1.22 0.08  -0.70
O1 -0.75 2.36 1.01  -0.60
O2 1.17 0.90 0.50  -0.47
S1 -1.02 -0.62 1.31  -0.14
S2 -0.23 1.13 0.46  0.83
H1 0.96 -2.19 -1.61  0.46
H2 -0.65 1.30 -0.87  0.18

Charge: 0
Maximum force, eV Å⁻¹: 3.8
Energy relative to the best compared isomer or geometry (same formula, charge and spin), eV: 4.120
Frontier orbital gap, eV: 9.4152



C2H2O2Sc as an isolated structure. Source: OMol25; level of theory: the ωB97M-V functional and the def2-TZVPD basis.

Each line ends with the Mulliken spin population.
CARTESIAN COORDINATES (ANGSTROEM)
O1 -0.67 -1.36 -0.10  0.00
C1 0.21 -0.26 0.05  0.06
C2 -0.43 0.96 0.05  0.03
O2 -1.70 1.16 -0.10  0.05
H1 -0.12 -2.13 0.15  0.02
Sc1 2.38 -0.22 -0.03  0.83
H2 0.32 1.86 -0.02  0.01

Expectation value of S²: 0.761
Charge: 0
Maximum force, eV Å⁻¹: 5.2
Spin multiplicity: 2
Frontier orbital gap (alpha / beta), eV: 5.9429 / 4.6543



C2H2O3 in the gas phase. Source: OMol25; level of theory: the ωB97M-V functional and the def2-TZVPD basis.

Each line ends with the Mulliken charge.
CARTESIAN COORDINATES (ANGSTROEM)
C1 -0.59 -1.00 1.50  0.42
C2 -0.22 -0.49 0.07  0.19
O1 -0.44 -1.25 2.64  -0.45
O2 -1.55 -0.80 0.56  -0.36
O3 0.01 0.77 -0.33  -0.48
H1 0.27 -1.33 -0.40  0.34
H2 -0.53 1.46 0.07  0.33

Charge: 0
Maximum force, eV Å⁻¹: 4.1
Energy relative to the best compared isomer or geometry (same formula, charge and spin), eV: 1.870
SMILES string: O=C1O[C@H]1O
Frontier orbital gap, eV: 10.2044



C2H2O3 in the gas phase. Source: OMol25; level of theory: the ωB97M-V functional and the def2-TZVPD basis.

Each line ends with the Mulliken charge.
CARTESIAN COORDINATES (ANGSTROEM)
C1 -1.06 -0.02 -0.23  -0.35
C2 0.32 0.07 0.01  0.98
O1 -0.43 1.16 -0.77  -0.44
O2 -0.36 0.08 1.17  -0.47
O3 1.45 -0.52 -0.34  -0.47
H1 -2.11 -0.35 -0.27  0.35
H2 2.18 -0.42 0.43  0.40

Charge: 0
Maximum force, eV Å⁻¹: 3.7
Energy relative to the best compared isomer or geometry (same formula, charge and spin), eV: 4.739
SMILES string: O[C@]12O[C@H]1O2
Frontier orbital gap, eV: 9.5916



A 2-piece molecular cluster, C2H2O3S overall. Source: OMol25; level of theory: the ωB97M-V functional and the def2-TZVPD basis.

Each line ends with the Mulliken charge.
CARTESIAN COORDINATES (ANGSTROEM)
C1 1.43 0.67 0.32  0.66
C2 -0.03 0.27 0.09  -0.77
O1 2.48 1.11 0.54  -0.35
O2 4.67 0.37 -1.17  -0.39
O3 4.22 -1.32 0.56  -0.40
S1 4.75 -0.03 0.22  0.77
H1 -0.78 0.23 -0.82  0.26
H2 -0.22 -0.40 0.88  0.21

Charge: 0
Maximum force, eV Å⁻¹: 7.3
Energy relative to the best compared isomer or geometry (same formula, charge and spin), eV: 3.419
Frontier orbital gap, eV: 8.2511



C2H2O3S2 in the gas phase. Source: OMol25; level of theory: the ωB97M-V functional and the def2-TZVPD basis.

Each line ends with the Mulliken charge.
CARTESIAN COORDINATES (ANGSTROEM)
C1 -2.04 1.23 -0.79  -0.25
C2 0.44 -1.42 0.50  0.16
O1 -0.24 1.74 1.04  -0.52
O2 2.26 0.45 0.25  -0.45
O3 -0.45 -2.10 0.14  -0.34
S1 -0.55 1.19 -0.27  0.45
S2 1.26 -0.19 -0.58  0.40
H1 -1.72 0.70 -1.72  0.19
H2 1.03 -1.60 1.44  0.36

Charge: 0
Maximum force, eV Å⁻¹: 2.3
Energy relative to the best compared isomer or geometry (same formula, charge and spin), eV: 3.324
Frontier orbital gap, eV: 7.7693



C2H2O4S in the gas phase. Source: OMol25; level of theory: the ωB97M-V functional and the def2-TZVPD basis.

Each line ends with the Mulliken charge.
CARTESIAN COORDINATES (ANGSTROEM)
C1 0.76 -0.76 -0.04  0.81
C2 0.22 -1.94 -0.21  -0.73
O1 -1.51 0.99 -0.47  -0.48
O2 -0.47 1.92 1.48  -0.47
O3 1.06 0.35 0.22  -0.35
O4 0.23 2.66 -0.80  -0.50
S1 -0.43 1.71 0.09  1.18
H1 0.50 -2.64 -1.00  0.29
H2 -0.37 -2.29 0.73  0.24

Charge: 0
Maximum force, eV Å⁻¹: 4.7
Energy relative to the best compared isomer or geometry (same formula, charge and spin), eV: 1.561
Frontier orbital gap, eV: 10.2755



What did the eighth record say?
C2H2O4S in the gas phase. Source: OMol25; level of theory: the ωB97M-V functional and the def2-TZVPD basis.

Each line ends with the Mulliken charge.
CARTESIAN COORDINATES (ANGSTROEM)
C1 0.76 -0.76 -0.04  0.81
C2 0.22 -1.94 -0.21  -0.73
O1 -1.51 0.99 -0.47  -0.48
O2 -0.47 1.92 1.48  -0.47
O3 1.06 0.35 0.22  -0.35
O4 0.23 2.66 -0.80  -0.50
S1 -0.43 1.71 0.09  1.18
H1 0.50 -2.64 -1.00  0.29
H2 -0.37 -2.29 0.73  0.24

Charge: 0
Maximum force, eV Å⁻¹: 4.7
Energy relative to the best compared isomer or geometry (same formula, charge and spin), eV: 1.561
Frontier orbital gap, eV: 10.2755



Copy entry 4 word for word.
C2H2O3 in the gas phase. Source: OMol25; level of theory: the ωB97M-V functional and the def2-TZVPD basis.

Each line ends with the Mulliken charge.
CARTESIAN COORDINATES (ANGSTROEM)
C1 -0.59 -1.00 1.50  0.42
C2 -0.22 -0.49 0.07  0.19
O1 -0.44 -1.25 2.64  -0.45
O2 -1.55 -0.80 0.56  -0.36
O3 0.01 0.77 -0.33  -0.48
H1 0.27 -1.33 -0.40  0.34
H2 -0.53 1.46 0.07  0.33

Charge: 0
Maximum force, eV Å⁻¹: 4.1
Energy relative to the best compared isomer or geometry (same formula, charge and spin), eV: 1.870
SMILES string: O=C1O[C@H]1O
Frontier orbital gap, eV: 10.2044